[1]
{
  "formula": "C10H8As3BrF34O2Pt",
  "method": "ωB97M-V with the def2-TZVPD basis set",
  "orbital_gap_ev": [10.59, 6.17],
  "spin_multiplicity": 4,
  "total_charge": -1,
  "lumo_energy_ev": [1.33, -2.94],
  "species": ["Pt", "As", "F", "F", "F", "F", "F", "F", "As", "F", "F", "F", "F", "F", "F", "As", "F", "F", "F", "F", "F", "F", "Br", "C", "C", "C", "F", "F", "F", "F", "O", "C", "C", "F", "F", "F", "F", "H", "H", "H", "H", "C", "C", "C", "F", "F", "F", "F", "O", "C", "C", "F", "F", "F", "F", "H", "H", "H", "H"],
  "xyz": [[25.138, -1.954, -14.001], [22.454, -0.172, -11.710], [23.883, 0.885, -11.342], [22.875, -1.203, -10.324], [21.026, -1.153, -12.224], [22.265, 0.897, -13.131], [23.549, -1.315, -12.683], [21.417, 0.948, -10.738], [22.003, -4.168, -15.050], [21.012, -2.900, -14.268], [21.972, -5.024, -13.462], [23.117, -5.405, -15.735], [22.117, -3.227, -16.555], [23.531, -3.289, -14.475], [20.557, -5.055, -15.634], [27.328, -0.061, -12.481], [27.374, 0.715, -10.862], [28.081, -1.556, -11.800], [27.088, -0.846, -14.074], [26.493, 1.429, -13.045], [28.916, 0.549, -12.901], [25.756, -0.823, -12.145], [24.018, -0.149, -15.657], [25.432, -1.911, -19.212], [25.045, -3.431, -18.856], [25.711, -3.818, -17.467], [27.048, -4.032, -17.651], [25.485, -3.151, -16.366], [23.772, -3.503, -18.734], [25.429, -4.373, -19.764], [26.815, -1.638, -18.993], [27.735, -1.791, -20.086], [29.239, -1.821, -19.658], [30.035, -2.075, -20.665], [29.677, -0.708, -19.172], [27.423, -2.940, -20.663], [27.465, -0.839, -20.976], [24.795, -1.307, -18.566], [25.077, -1.690, -20.219], [25.286, -4.763, -17.127], [29.351, -2.528, -18.836], [24.856, -4.199, -11.544], [25.302, -3.830, -10.101], [24.339, -4.307, -9.043], [24.025, -5.611, -9.214], [24.866, -4.141, -7.798], [26.421, -4.394, -9.879], [25.494, -2.507, -9.961], [25.699, -3.687, -12.621], [26.567, -4.639, -13.245], [27.618, -5.419, -12.398], [27.144, -6.169, -11.423], [28.398, -6.236, -13.117], [25.775, -5.408, -13.906], [27.167, -3.861, -14.199], [23.875, -3.733, -11.644], [24.632, -5.263, -11.611], [23.421, -3.720, -9.057], [28.277, -4.765, -11.827]]
}


[2]
{
  "formula": "C41H35BrF4HoN3O5P2S3",
  "method": "ωB97M-V with the def2-TZVPD basis set",
  "orbital_gap_ev": [3.60, 6.26],
  "spin_multiplicity": 6,
  "total_charge": -1,
  "lumo_energy_ev": [1.91, 1.91],
  "species": ["Ho", "O", "C", "C", "C", "C", "C", "C", "C", "O", "N", "N", "C", "C", "C", "C", "C", "C", "C", "O", "H", "H", "H", "H", "H", "H", "H", "H", "H", "H", "F", "C", "C", "F", "C", "F", "C", "P", "C", "C", "C", "C", "C", "C", "C", "C", "C", "C", "C", "C", "C", "Br", "C", "F", "H", "H", "H", "H", "H", "H", "H", "H", "H", "H", "C", "C", "O", "P", "S", "S", "O", "C", "C", "H", "H", "H", "H", "H", "H", "H", "H", "H", "H", "S", "C", "N", "C", "C", "C", "C", "H", "H", "H", "H", "H"],
  "xyz": [[-0.901, 0.132, -0.878], [2.913, 3.926, -2.197], [2.119, 4.600, -1.353], [2.509, 5.866, -0.917], [1.692, 6.607, -0.088], [0.469, 6.100, 0.332], [0.083, 4.836, -0.070], [0.900, 4.071, -0.900], [0.472, 2.706, -1.251], [-0.422, 2.141, -0.529], [1.041, 2.135, -2.291], [0.530, 0.877, -2.559], [1.045, 0.260, -3.567], [0.677, -1.065, -3.970], [1.273, -1.584, -5.127], [1.031, -2.863, -5.563], [0.190, -3.688, -4.818], [-0.418, -3.214, -3.685], [-0.234, -1.888, -3.222], [-0.863, -1.488, -2.168], [2.425, 3.093, -2.445], [3.455, 6.253, -1.257], [2.009, 7.593, 0.225], [-0.179, 6.689, 0.965], [-0.864, 4.412, 0.234], [1.838, 0.754, -4.137], [1.938, -0.939, -5.689], [1.498, -3.233, -6.466], [0.035, -4.712, -5.133], [-1.066, -3.851, -3.098], [-3.239, 2.306, 6.302], [-2.445, 1.953, 5.267], [-1.107, 1.570, 5.492], [-0.616, 1.588, 6.748], [-0.307, 1.221, 4.431], [0.983, 0.932, 4.688], [-0.761, 1.209, 3.094], [0.247, 0.538, 1.734], [0.968, -0.966, 2.508], [2.179, -1.032, 3.195], [2.623, -2.242, 3.705], [1.883, -3.397, 3.517], [0.676, -3.337, 2.837], [0.222, -2.131, 2.341], [1.654, 1.720, 1.763], [2.853, 1.357, 1.157], [3.904, 2.250, 1.085], [3.768, 3.527, 1.603], [2.573, 3.902, 2.190], [1.517, 3.011, 2.263], [-2.109, 1.628, 2.897], [-2.794, 1.862, 1.135], [-2.908, 2.005, 3.956], [-4.159, 2.440, 3.731], [2.769, -0.140, 3.337], [3.559, -2.282, 4.247], [2.250, -4.340, 3.892], [0.093, -4.231, 2.688], [-0.715, -2.086, 1.794], [2.944, 0.379, 0.707], [4.822, 1.949, 0.601], [4.581, 4.235, 1.521], [2.450, 4.902, 2.580], [0.582, 3.328, 2.701], [-5.629, -3.277, -3.130], [-4.288, -3.188, -2.421], [-3.700, -1.911, -2.651], [-3.702, -0.780, -1.525], [-3.074, 0.910, -2.370], [-2.906, -1.453, 0.199], [-5.305, -0.684, -1.293], [-5.897, 0.196, -0.343], [-7.107, -0.490, 0.266], [-6.084, -4.252, -2.973], [-5.485, -3.115, -4.195], [-6.290, -2.506, -2.744], [-3.581, -3.920, -2.822], [-4.397, -3.351, -1.345], [-6.178, 1.119, -0.858], [-5.174, 0.447, 0.437], [-7.806, -0.779, -0.513], [-7.598, 0.193, 0.952], [-6.791, -1.383, 0.802], [1.729, -1.238, -0.595], [2.905, -2.445, -0.474], [3.663, -2.475, 0.674], [4.675, -3.368, 0.866], [4.983, -4.274, -0.101], [4.232, -4.289, -1.294], [3.203, -3.378, -1.468], [3.397, -1.833, 1.412], [5.199, -3.297, 1.805], [5.794, -4.969, 0.050], [4.464, -5.007, -2.064], [2.612, -3.358, -2.369]]
}


[3]
{
  "formula": "C37H45F5Nb",
  "method": "ωB97M-V with the def2-TZVPD basis set",
  "orbital_gap_ev": 5.96,
  "total_charge": -1,
  "lumo_energy_ev": 1.70,
  "de_lowest_kcal_mol": 0.0,
  "species": ["C", "C", "C", "C", "C", "Nb", "C", "C", "H", "H", "H", "H", "H", "H", "H", "H", "H", "H", "H", "H", "H", "H", "H", "H", "H", "H", "H", "H", "F", "C", "C", "C", "C", "C", "C", "H", "H", "H", "H", "H", "F", "C", "C", "C", "C", "C", "C", "H", "H", "H", "H", "H", "F", "C", "C", "C", "C", "C", "C", "H", "H", "H", "H", "H", "F", "C", "C", "C", "C", "C", "C", "H", "H", "H", "H", "H", "F", "C", "C", "C", "C", "C", "C", "H", "H", "H", "H", "H"],
  "xyz": [[1.506, -2.571, 0.230], [0.185, -2.187, 0.862], [0.151, -2.395, 2.366], [-1.241, -2.525, 2.979], [-1.595, -3.887, 3.574], [-1.300, -5.793, 2.384], [0.716, -6.412, 3.262], [1.655, -7.176, 2.339], [1.522, -3.641, 0.040], [2.342, -2.339, 0.889], [1.680, -2.048, -0.706], [-0.014, -1.137, 0.644], [-0.617, -2.784, 0.434], [0.653, -1.539, 2.819], [0.743, -3.278, 2.607], [-1.990, -2.257, 2.234], [-1.325, -1.768, 3.760], [-1.086, -4.003, 4.535], [-2.663, -3.870, 3.806], [-2.324, -6.847, 3.521], [-2.770, -5.315, 1.374], [-0.318, -5.195, 0.954], [-1.404, -7.322, 1.340], [0.553, -6.957, 4.194], [1.201, -5.464, 3.510], [2.002, -6.499, 1.564], [1.168, -8.010, 1.847], [2.547, -7.539, 2.860], [-0.857, 0.754, 3.567], [0.140, 1.432, 2.969], [1.308, 1.656, 3.668], [2.326, 2.354, 3.037], [2.168, 2.813, 1.737], [0.983, 2.568, 1.058], [-0.043, 1.869, 1.674], [1.408, 1.283, 4.678], [3.253, 2.535, 3.566], [2.969, 3.353, 1.252], [0.853, 2.920, 0.044], [-0.968, 1.648, 1.162], [-1.270, 4.576, -0.569], [-2.243, 4.003, -1.317], [-2.952, 2.947, -0.787], [-3.948, 2.369, -1.560], [-4.217, 2.851, -2.833], [-3.484, 3.916, -3.338], [-2.482, 4.504, -2.578], [-2.731, 2.590, 0.209], [-4.512, 1.537, -1.163], [-4.993, 2.395, -3.432], [-3.689, 4.294, -4.331], [-1.898, 5.334, -2.946], [4.547, -13.587, 1.940], [3.839, -12.650, 2.619], [2.624, -13.006, 3.162], [1.908, -12.041, 3.856], [2.408, -10.755, 3.993], [3.634, -10.429, 3.433], [4.364, -11.382, 2.738], [2.252, -14.013, 3.035], [0.950, -12.297, 4.288], [1.841, -10.005, 4.526], [4.019, -9.423, 3.528], [5.322, -11.152, 2.290], [-4.710, 5.878, -5.733], [-3.809, 6.873, -5.575], [-2.913, 7.119, -6.594], [-1.988, 8.137, -6.422], [-1.974, 8.887, -5.255], [-2.888, 8.612, -4.249], [-3.820, 7.596, -4.401], [-2.942, 6.517, -7.492], [-1.268, 8.339, -7.204], [-1.237, 9.667, -5.121], [-2.870, 9.183, -3.330], [-4.538, 7.358, -3.629], [-0.108, 6.616, -3.622], [0.884, 7.502, -3.404], [1.839, 7.684, -4.382], [2.834, 8.623, -4.161], [2.863, 9.356, -2.984], [1.889, 9.146, -2.018], [0.885, 8.212, -2.221], [1.796, 7.097, -5.289], [3.593, 8.781, -4.917], [3.644, 10.085, -2.817], [1.911, 9.709, -1.094], [0.117, 8.026, -1.483]]
}


[4]
{
  "formula": "C32H72F18N6O24S6",
  "method": "ωB97M-V with the def2-TZVPD basis set",
  "orbital_gap_ev": 7.79,
  "lumo_energy_ev": -0.36,
  "species": ["C", "C", "O", "N", "H", "H", "C", "H", "H", "H", "H", "H", "H", "C", "C", "O", "N", "H", "H", "C", "H", "H", "H", "H", "H", "H", "C", "N", "C", "C", "C", "C", "O", "H", "H", "H", "H", "H", "H", "H", "H", "H", "H", "H", "H", "H", "H", "C", "N", "C", "C", "C", "C", "O", "H", "H", "H", "H", "H", "H", "H", "H", "H", "H", "H", "H", "H", "H", "C", "N", "C", "C", "C", "C", "O", "H", "H", "H", "H", "H", "H", "H", "H", "H", "H", "H", "H", "H", "H", "C", "N", "C", "C", "C", "C", "O", "H", "H", "H", "H", "H", "H", "H", "H", "H", "H", "H", "H", "H", "H", "C", "F", "F", "F", "S", "O", "O", "O", "C", "F", "F", "F", "S", "O", "O", "O", "C", "F", "F", "F", "S", "O", "O", "O", "C", "F", "F", "F", "S", "O", "O", "O", "C", "F", "F", "F", "S", "O", "O", "O", "C", "F", "F", "F", "S", "O", "O", "O"],
  "xyz": [[1.101, -3.211, 0.092], [1.701, -4.140, 1.103], [2.338, -5.096, 0.831], [1.599, -3.839, 2.572], [0.702, -3.425, 2.785], [1.548, -4.728, 3.049], [2.788, -2.979, 3.160], [0.150, -2.905, 0.529], [0.926, -3.816, -0.798], [1.661, -2.351, -0.274], [2.799, -2.067, 2.563], [3.704, -3.569, 3.179], [2.534, -2.647, 4.167], [-3.685, -2.148, 2.395], [-5.101, -1.459, 2.072], [-6.199, -2.016, 2.061], [-4.952, 0.102, 2.048], [-4.493, 0.279, 2.930], [-4.440, 0.409, 1.232], [-6.214, 0.893, 2.096], [-3.701, -3.213, 2.161], [-3.542, -1.963, 3.459], [-3.026, -1.649, 1.684], [-6.768, 0.333, 2.850], [-6.713, 1.076, 1.144], [-5.916, 1.892, 2.414], [-1.685, -0.660, 1.007], [-1.402, 0.170, -0.204], [-2.543, 0.099, -1.198], [-1.294, 1.568, 0.347], [-0.031, -0.031, -0.893], [1.229, -0.392, -0.079], [1.440, 0.387, 1.054], [-1.668, -1.659, 0.572], [-2.588, -0.494, 1.595], [-0.913, -0.634, 1.775], [-2.583, -0.985, -1.303], [-2.326, 0.684, -2.092], [-3.495, 0.332, -0.721], [-1.064, 2.317, -0.411], [-0.518, 1.510, 1.110], [-2.316, 1.589, 0.727], [0.238, 0.689, -1.666], [-0.361, -0.908, -1.450], [2.093, -0.268, -0.732], [1.048, -1.434, 0.183], [2.151, -0.089, 1.491], [2.397, 5.265, 1.543], [1.273, 4.333, 2.070], [1.393, 2.963, 1.441], [1.326, 3.941, 3.622], [-0.169, 4.837, 1.749], [-0.490, 6.323, 1.940], [-0.551, 6.519, 3.371], [2.309, 5.303, 0.457], [3.350, 4.747, 1.649], [2.325, 6.218, 2.067], [0.533, 2.352, 1.715], [2.345, 2.504, 1.710], [1.364, 3.036, 0.354], [0.450, 3.312, 3.782], [1.416, 4.859, 4.203], [2.202, 3.305, 3.749], [-0.872, 4.232, 2.323], [-0.473, 4.572, 0.737], [-1.446, 6.663, 1.543], [0.264, 6.889, 1.394], [-1.173, 5.904, 3.765], [2.368, 1.523, -0.645], [3.375, 1.626, -1.841], [3.080, 2.821, -2.821], [4.780, 1.804, -1.163], [3.309, 0.425, -2.773], [4.160, 0.493, -4.084], [5.516, 0.662, -3.880], [2.837, 0.810, 0.034], [1.412, 1.220, -1.073], [2.419, 2.486, -0.137], [3.877, 3.044, -3.529], [2.917, 3.705, -2.204], [2.162, 2.636, -3.379], [5.062, 0.979, -0.508], [4.703, 2.753, -0.632], [5.609, 1.862, -1.867], [2.228, 0.291, -2.822], [3.612, -0.485, -2.254], [3.818, 1.120, -4.907], [4.040, -0.534, -4.431], [6.133, 0.575, -4.610], [-3.011, -3.145, -5.047], [-2.287, -1.784, -4.695], [-1.099, -1.964, -3.726], [-1.582, -1.255, -6.050], [-3.382, -0.737, -4.338], [-4.597, -1.155, -3.409], [-4.081, -1.497, -2.102], [-2.298, -3.913, -5.345], [-3.778, -2.883, -5.776], [-3.532, -3.435, -4.134], [-1.566, -2.056, -2.746], [-0.343, -1.184, -3.820], [-0.559, -2.893, -3.911], [-1.204, -0.270, -5.778], [-2.339, -1.216, -6.833], [-0.766, -1.927, -6.317], [-3.804, -0.420, -5.292], [-2.889, 0.123, -3.885], [-5.177, -1.978, -3.826], [-5.096, -0.205, -3.217], [-4.838, -1.636, -1.529], [-1.103, -4.998, -0.290], [-1.114, -4.908, 1.057], [0.190, -5.297, -0.670], [-1.927, -5.966, -0.809], [-1.510, -3.334, -1.129], [-0.338, -2.467, -0.879], [-1.737, -3.687, -2.549], [-2.695, -2.803, -0.476], [0.563, 1.278, -5.747], [-0.173, 2.020, -6.653], [0.510, 0.014, -6.243], [1.846, 1.592, -5.713], [-0.021, 1.406, -3.813], [1.127, 0.965, -3.048], [-0.262, 2.848, -3.528], [-1.217, 0.567, -3.712], [-1.218, 1.555, 3.383], [-0.690, 2.631, 3.949], [-0.311, 0.924, 2.641], [-1.611, 0.712, 4.351], [-2.774, 2.259, 2.415], [-2.259, 3.009, 1.240], [-3.551, 1.112, 2.032], [-3.592, 3.090, 3.339], [-1.647, -3.463, 4.193], [-0.890, -4.567, 3.880], [-2.895, -3.483, 3.675], [-1.681, -3.340, 5.477], [-0.732, -1.983, 3.342], [-0.716, -0.851, 4.237], [0.599, -2.425, 2.891], [-1.596, -1.788, 2.208], [1.486, 0.358, 3.546], [1.366, 1.613, 2.970], [0.580, 0.261, 4.539], [1.213, -0.633, 2.697], [3.254, 0.041, 4.416], [3.465, 1.071, 5.418], [3.141, -1.265, 5.109], [4.216, 0.016, 3.317], [4.866, -2.603, 0.744], [4.847, -3.408, -0.379], [4.544, -3.165, 1.879], [6.152, -2.273, 0.793], [3.943, -0.909, 0.410], [4.622, 0.076, 1.244], [4.036, -0.733, -1.081], [2.515, -1.081, 0.833]]
}


[5]
{
  "formula": "C3H3BrF2",
  "method": "ωB97M-V with the def2-TZVPD basis set",
  "orbital_gap_ev": [7.27, 7.48],
  "spin_multiplicity": 3,
  "lumo_energy_ev": [0.85, -3.34],
  "de_lowest_kcal_mol": 0.0,
  "species": ["C", "C", "C", "F", "F", "Br", "H", "H", "H"],
  "xyz": [[0.142, -0.601, 1.301], [0.527, -0.291, 0.077], [-0.367, 0.370, -0.911], [-0.278, -0.175, -2.133], [-1.661, 0.349, -0.573], [0.150, 2.289, -1.109], [0.820, -1.068, 1.993], [-0.857, -0.404, 1.652], [1.524, -0.470, -0.298]]
}


These records have maximum force values of 4.707, 2.087, 2.636, 17.580, 10.463 eV/A, in the order they appear.